(1)
A molecular structure, C25H42BrNOP2Sr, computed with ωB97M-V/def2-TZVPD.

## Properties
orbital gap (alpha / beta): 5.58 / 5.59 eV
molecular weight: 602.09 g/mol
multiplicity: 1
highest occupied orbital energy (alpha / beta): -12.407 / -12.417 eV
lowest unoccupied orbital energy (alpha / beta): -6.8 / -6.8 eV
charge: +2
ΔE to the lowest compared entry with this formula, charge and spin: 0.000 eV

Atoms and positions in Å:
Sr: -1.2548 -2.0380 2.2155
Br: -0.4385 2.4713 0.1888
P: 1.3050 2.2979 -2.4673
P: -3.6953 -0.2615 1.9750
O: 0.1653 0.0028 2.5442
N: 3.7429 -6.3340 2.1591
C: -0.3159 1.4972 -4.6636
C: 0.7390 1.1175 -1.1401
C: 2.6442 1.5528 -3.4176
C: -0.2432 -1.1444 -1.2545
C: 1.8517 3.8632 -1.7419
C: -2.7211 -0.0751 3.5730
C: 3.5551 -5.4634 3.1539
C: -2.8450 -1.2823 4.5388
C: -0.0874 2.5675 -3.5850
C: -3.5323 -0.2202 -0.8423
C: 1.8436 0.5037 -0.4091
C: -2.7153 -0.6078 0.4098
C: 1.0105 -3.1071 1.7152
C: 0.3647 -2.8155 0.4948
C: 3.0089 -6.2387 1.0551
C: 2.0306 5.0083 -2.7411
C: 0.6364 -1.5925 -0.2327
C: 1.8213 -4.3011 1.9078
C: 2.0216 -5.2576 0.8855
C: 2.5967 -4.4414 3.0887
C: -3.8664 1.5629 1.6571
C: -0.2276 0.1586 -1.6548
C: -4.8226 2.3379 2.5690
C: 4.0473 1.7519 -2.8468
C: 1.7726 -0.7775 0.0425
H: 1.4746 -5.2232 -0.0609
H: 0.9058 0.2772 3.1163
H: -3.4268 0.8437 -1.0825
H: -4.6475 3.4130 2.4527
H: 2.5641 1.9842 -4.4286
H: -0.9808 2.6840 -2.9511
H: -0.3989 0.4844 -4.2546
H: 1.2405 -2.2881 2.4413
H: 2.7872 3.6751 -1.1939
H: 2.8170 4.7938 -3.4748
H: 0.4807 1.5106 -5.4162
H: 4.1821 -5.5696 4.0366
H: -0.2496 -3.5816 -0.0112
H: -3.4527 -0.9768 5.3972
H: -2.8489 1.9883 1.6950
H: -4.2017 1.6978 0.6177
H: 2.3205 5.9164 -2.1997
H: 0.0687 0.7092 1.8533
H: -3.1773 -0.7839 -1.7147
H: -5.8631 2.1565 2.2813
H: 2.5867 -1.2183 0.6288
H: 3.2037 -6.9637 0.2657
H: -1.7743 -0.0270 0.4304
H: -4.7055 2.0923 3.6268
H: 1.0938 5.2243 -3.2648
H: -2.5281 -1.7079 0.3158
H: -1.6657 0.2180 3.3753
H: -3.1502 0.8213 4.0414
H: 4.7825 1.5019 -3.6177
H: -3.3714 -2.1528 4.1056
H: -1.8732 -1.6052 4.9567
H: 2.7120 1.1208 -0.1649
H: 4.2251 1.0897 -1.9915
H: 2.4825 -3.7489 3.9173
H: 0.1008 3.5466 -4.0563
H: -0.9705 -1.8603 -1.6587
H: 1.1045 4.1270 -0.9763
H: 4.2333 2.7862 -2.5333
H: -4.6008 -0.4392 -0.7187
H: -1.0211 0.5487 -2.2864
H: -1.2589 1.7197 -5.1760
H: 2.4089 0.4801 -3.4989

(2)
7 unconnected molecules or ions with the total composition C25H42Cl18FN3O8Si, computed with ωB97M-V/def2-TZVPD.

## Properties
orbital gap: 8.79 eV
molecular weight: 1197.86 g/mol
multiplicity: 1
highest occupied orbital energy: -9.537 eV
lowest unoccupied orbital energy: -0.7 eV

Atoms and positions in Å:
Cl: 2.8400 6.2364 2.7707
Cl: 3.8880 6.0418 5.4762
Cl: -4.7522 -4.5479 1.3310
Cl: -0.3389 4.3492 6.1753
Cl: 2.9182 -8.7238 -1.2602
Cl: 5.0907 -7.0037 -2.1305
Cl: -7.9716 -0.6842 -2.4257
Cl: 2.8592 -5.8850 -0.6529
Cl: -10.8136 -1.2745 -2.3297
Cl: -6.0636 -3.4838 -1.0259
Cl: -2.8162 6.3563 -0.2256
Cl: -5.5959 -6.3409 -0.7868
Cl: -3.8690 6.5928 -2.9216
Cl: -5.6799 6.5467 -0.6528
Cl: -1.6459 3.3021 3.7986
Cl: 5.7105 6.2356 3.2200
Cl: -9.0782 -2.7772 -4.1062
Cl: -0.3248 5.8888 3.7128
Si: -3.9579 1.1365 -0.7447
F: 0.2179 -2.2756 2.1972
O: 2.0921 2.3581 2.4443
O: -1.8490 -4.1899 -1.3156
O: 1.6383 -1.5273 0.3506
O: -2.7408 0.5526 0.2545
O: 8.2915 -1.3090 0.3783
O: 1.8713 -4.3145 -3.2546
O: 0.6839 -2.8258 -2.2872
O: 4.2745 2.4729 3.0468
N: 4.9448 -0.5626 -0.8204
N: -1.2352 -3.3260 0.8040
N: 0.8186 -4.1632 -2.7994
C: 6.2812 -1.1579 -0.9294
C: -0.3022 4.2724 4.4149
C: -1.0730 -3.5814 -0.6031
C: -0.1494 -0.4163 -0.9993
C: 0.4907 1.2078 0.9896
C: -4.1273 0.2341 -2.3913
C: 3.3526 1.8798 2.5120
C: 0.3040 -1.5705 -0.1331
C: 2.6085 -0.9427 -0.4966
C: -0.5861 -2.0207 1.1038
C: 3.3601 -7.1136 -1.8213
C: 0.1533 1.0209 -0.4942
C: -4.0894 7.0464 -1.2300
C: 1.5385 2.3145 1.1107
C: 7.2286 -0.4297 0.0089
C: 0.2239 -2.8908 -0.9454
C: -5.6023 1.2621 0.1576
C: 4.1501 5.6285 3.7799
C: -2.8242 -0.8233 0.6243
C: 3.9879 -1.3819 -0.0697
C: -9.2001 -1.9475 -2.5561
C: -1.7150 -1.1460 1.6250
C: -3.4634 2.9028 -1.1412
C: -4.9814 -4.7321 -0.4061
C: 7.7611 0.8739 -0.5785
H: -4.0147 3.3218 -1.9736
H: 0.3676 -0.5221 -1.9482
H: -0.3904 1.5598 1.5140
H: 6.6481 -0.1700 0.8962
H: -2.3999 2.8693 -1.3772
H: -0.6576 -4.0302 1.2598
H: 2.3495 2.0451 0.4354
H: -3.6938 0.8732 -3.1573
H: -2.1699 -1.7380 2.4121
H: 2.4562 -1.1293 -1.5587
H: 4.1450 4.5515 3.6882
H: -9.0219 -2.6705 -1.7713
H: 8.6284 -0.9985 1.2162
H: -0.7079 1.6381 -0.7172
H: -4.0282 8.1234 -1.1602
H: 2.5867 0.1398 -0.3632
H: 1.1665 3.2948 0.8402
H: 0.9336 0.3441 1.4694
H: -3.5403 3.5052 -0.2419
H: -1.3816 -0.2377 2.1090
H: 6.6220 -0.9891 -1.9487
H: 8.7556 1.0647 -0.1869
H: -5.1794 0.1549 -2.6452
H: 4.5698 -0.3996 -1.7429
H: 3.4962 0.8734 2.0900
H: -5.4432 1.9246 1.0030
H: 6.2902 -2.2313 -0.7529
H: -3.7838 -0.9841 1.1143
H: 7.8376 0.8214 -1.6609
H: 4.1010 -1.1177 0.9792
H: 0.6211 3.7907 4.1150
H: -1.1976 -0.5072 -1.2548
H: -2.7955 -1.4845 -0.2428
H: -5.9987 0.3092 0.4915
H: -4.0185 -4.6140 -0.8880
H: -3.6356 -0.7321 -2.4494
H: 7.1459 1.7231 -0.3020
H: 2.8373 -6.9210 -2.7487
H: -6.2856 1.7397 -0.5388
H: 4.1335 -2.4493 -0.2346
H: 0.9620 1.4236 -1.1010
H: 0.9568 -3.5086 -0.4188